{"formula": "C54H43N9O3PPb", "method": "ωB97M-V/def2-TZVPD", "elements": ["Pb", "P", "O", "O", "O", "N", "N", "N", "N", "N", "N", "N", "N", "N", "C", "C", "C", "C", "C", "C", "C", "C", "C", "C", "C", "C", "C", "C", "C", "C", "C", "C", "C", "C", "C", "C", "C", "C", "C", "C", "C", "C", "C", "C", "C", "C", "C", "C", "C", "C", "C", "C", "C", "C", "C", "C", "C", "C", "C", "C", "C", "C", "C", "C", "C", "C", "C", "C", "H", "H", "H", "H", "H", "H", "H", "H", "H", "H", "H", "H", "H", "H", "H", "H", "H", "H", "H", "H", "H", "H", "H", "H", "H", "H", "H", "H", "H", "H", "H", "H", "H", "H", "H", "H", "H", "H", "H", "H", "H", "H", "H"], "coordinates": [[0.229, 0.173, -0.994], [0.758, -0.732, 2.012], [-7.423, 3.415, -0.704], [4.351, -2.303, -0.535], [-6.011, 4.457, -1.967], [1.777, 1.848, -0.880], [2.119, 2.261, -3.239], [0.562, 0.906, 2.774], [-0.053, 1.280, -3.222], [-2.850, -0.655, 0.144], [2.403, -1.249, -0.778], [2.325, 1.516, 1.386], [-6.350, 3.541, -1.245], [-1.700, 1.989, -0.394], [-1.255, 1.163, -3.814], [5.092, 2.368, -2.430], [0.494, -3.302, 2.622], [-3.050, 1.772, -0.510], [4.798, -1.690, 1.978], [3.505, -1.456, 1.494], [-0.856, -4.440, 4.251], [2.850, -1.570, -2.164], [2.520, -1.059, 2.412], [0.061, -4.478, 3.208], [-1.264, 3.226, -0.492], [-3.955, 2.826, -0.800], [-3.598, 0.481, -0.323], [5.118, -1.521, 3.315], [-4.442, -2.374, -0.612], [-3.426, 4.140, -0.897], [3.964, 2.114, -1.681], [4.059, -2.479, -1.938], [0.457, 3.041, -4.750], [1.220, -3.496, -2.562], [2.532, 2.088, -2.053], [-2.933, -2.555, 0.985], [-0.650, 2.564, 4.000], [1.745, -2.149, -3.054], [-5.331, 2.500, -0.936], [-4.932, 0.192, -0.469], [-0.918, -2.033, 4.089], [-2.960, -1.118, 1.371], [1.053, 3.243, 2.458], [2.235, -2.219, -4.498], [0.813, 2.190, -3.697], [-5.417, -1.213, -0.239], [4.042, 1.864, -0.316], [6.400, 2.054, -0.404], [-5.811, 1.238, -0.792], [-5.005, -0.855, 2.368], [0.098, 3.580, 3.371], [-0.402, 1.272, 3.677], [6.318, 2.332, -1.768], [-5.460, -1.770, 1.267], [2.665, 1.751, 0.164], [4.136, -1.141, 4.214], [-0.790, 2.933, -5.323], [-1.668, 1.952, -4.857], [2.847, -0.926, 3.757], [-1.342, -3.218, 4.684], [5.253, 1.826, 0.350], [1.311, 1.885, 2.156], [-2.090, 4.336, -0.726], [-4.473, -2.900, 0.838], [-3.721, -0.494, 2.444], [0.026, -2.055, 3.062], [3.333, -1.643, 0.025], [-2.930, -2.016, -0.471], [5.307, 1.624, 1.414], [1.469, -2.635, -5.152], [1.228, -3.353, 1.823], [1.926, -4.300, -2.778], [6.132, -1.696, 3.651], [2.076, -0.655, 4.471], [-0.076, 4.619, 3.627], [-3.312, 0.194, 3.173], [-4.078, 4.971, -1.110], [-1.910, 0.391, -3.414], [0.912, -1.432, -3.026], [-6.874, 1.058, -0.894], [-1.660, 5.325, -0.796], [-4.690, -2.994, -1.467], [5.566, -2.007, 1.290], [-6.446, -2.168, 1.490], [3.115, -2.865, -4.572], [7.227, 2.536, -2.321], [0.293, -3.749, -3.080], [1.026, -3.492, -1.484], [4.935, -2.197, -2.512], [-4.722, -3.919, 1.111], [-6.384, -1.339, -0.716], [-5.729, -0.459, 3.071], [0.454, -5.426, 2.863], [1.192, 3.756, -5.095], [2.508, -1.231, -4.878], [3.179, -0.629, -2.623], [1.671, 3.986, 1.971], [-2.262, -3.288, 1.420], [-1.342, -1.125, 4.482], [-0.188, 3.359, -0.419], [3.844, -3.533, -2.101], [-1.077, 3.583, -6.139], [-1.187, -5.356, 4.724], [-2.638, 1.802, -5.310], [-2.054, -3.172, 5.499], [7.369, 2.026, 0.077], [-2.225, -2.257, -1.261], [4.364, -1.030, 5.266], [-0.958, 0.478, 4.138], [-1.408, 2.796, 4.735], [5.026, 2.594, -3.487]], "homo_lumo_gap_ha": 0.261, "largest_force_ev_per_a": 0.6, "e_lumo_ev": -8.423, "charge": 3}

=====

{"formula": "C26H26ClCrN4O7S", "method": "ωB97M-V/def2-TZVPD", "elements": ["Cr", "Cl", "S", "O", "O", "O", "O", "O", "O", "O", "N", "N", "N", "N", "C", "C", "C", "C", "C", "C", "C", "C", "C", "C", "C", "C", "C", "C", "C", "C", "C", "C", "C", "C", "C", "C", "C", "C", "C", "C", "H", "H", "H", "H", "H", "H", "H", "H", "H", "H", "H", "H", "H", "H", "H", "H", "H", "H", "H", "H", "H", "H", "H", "H", "H", "H"], "coordinates": [[-0.620, 1.058, -0.192], [-3.576, 0.398, -2.858], [-2.947, -0.058, 0.838], [0.002, -2.252, 0.635], [-1.873, 2.786, -0.338], [-0.216, 1.821, 1.765], [0.596, 3.909, 0.295], [0.903, -0.257, 0.107], [1.722, 1.701, 2.891], [-2.908, 4.496, 0.616], [4.828, 1.367, -1.837], [3.425, 0.886, -0.154], [-2.569, -2.302, 2.234], [-1.251, -0.548, 2.828], [-2.338, -0.830, -3.014], [0.941, -1.511, 0.390], [-1.003, -0.494, -2.748], [-2.201, -1.021, 2.010], [-5.275, -4.572, 1.162], [6.658, 2.292, -0.366], [3.666, 0.884, -1.489], [-0.568, 0.835, -2.324], [6.101, 2.264, 2.000], [0.977, 2.198, 2.057], [-1.807, 3.807, 0.302], [-0.090, -1.557, -2.882], [6.988, 2.556, 0.949], [-3.851, -4.129, -0.722], [1.494, 3.418, 1.282], [-4.955, -4.768, -0.172], [-4.491, -3.731, 1.940], [-3.055, -3.297, 0.050], [-0.471, -2.829, -3.262], [4.863, 1.694, 1.768], [-1.804, -3.108, -3.541], [5.413, 1.718, -0.627], [-3.387, -3.101, 1.385], [-0.562, 4.484, 0.814], [4.545, 1.421, 0.440], [-2.740, -2.095, -3.407], [6.392, 2.498, 3.016], [-1.179, 1.633, -2.747], [-3.663, 3.963, 0.319], [-6.137, -5.062, 1.597], [-3.790, -2.274, -3.601], [-2.182, -2.805, -0.359], [-0.850, 0.369, 2.607], [7.334, 2.522, -1.179], [-0.612, -1.210, 3.239], [-3.594, -4.279, -1.762], [-5.567, -5.418, -0.786], [7.947, 3.003, 1.180], [-4.736, -3.548, 2.980], [-2.112, -4.099, -3.852], [1.746, 4.204, 2.002], [2.916, 0.532, -2.182], [-0.608, 4.438, 1.906], [-0.629, 5.538, 0.522], [0.480, 0.999, -2.593], [4.157, 1.491, 2.562], [1.973, -1.919, 0.409], [2.551, 0.514, 0.234], [2.408, 3.141, 0.760], [0.954, -1.351, -2.675], [0.277, -3.608, -3.347], [-2.038, -2.808, 2.926]], "homo_lumo_gap_ha": [0.244, 0.254], "largest_force_ev_per_a": 0.3, "de_lowest_ev": 0.1407, "spin_multiplicity": 5, "e_lumo_ev": [2.365, 2.362], "charge": -1}

=====

{"formula": "C39H49BClN6PRuS3Se2", "method": "ωB97M-V/def2-TZVPD", "elements": ["Ru", "Se", "Se", "Cl", "S", "S", "S", "P", "N", "N", "N", "N", "N", "N", "C", "C", "C", "C", "C", "C", "C", "C", "C", "C", "C", "C", "C", "C", "C", "C", "C", "C", "C", "C", "C", "C", "C", "C", "C", "C", "C", "C", "C", "C", "C", "C", "C", "C", "C", "C", "C", "C", "C", "B", "H", "H", "H", "H", "H", "H", "H", "H", "H", "H", "H", "H", "H", "H", "H", "H", "H", "H", "H", "H", "H", "H", "H", "H", "H", "H", "H", "H", "H", "H", "H", "H", "H", "H", "H", "H", "H", "H", "H", "H", "H", "H", "H", "H", "H", "H", "H", "H", "H"], "coordinates": [[0.180, -0.619, 2.426], [0.986, 2.044, 2.693], [0.528, -0.554, 4.975], [1.157, -2.740, 2.634], [-1.727, 0.852, 2.519], [-1.684, -2.175, 1.863], [2.305, -0.417, 1.274], [1.430, 1.376, 4.726], [0.217, 1.083, -1.614], [-1.777, 0.064, 0.031], [-2.294, -0.261, -1.171], [-0.286, -1.918, -0.293], [0.344, -2.168, -1.438], [0.665, 0.392, -0.548], [-3.062, -1.052, -3.619], [1.430, 2.514, 7.244], [5.332, 2.335, 5.303], [3.870, 0.051, 4.675], [-2.442, 0.695, 0.990], [-4.522, 1.918, 1.765], [1.438, 3.611, -3.732], [-3.765, 1.168, 0.717], [-4.106, -0.331, -2.767], [-0.870, 2.682, -3.477], [2.927, 0.499, -1.251], [-4.276, 0.851, -0.495], [1.943, 0.183, -0.266], [-1.138, -4.107, -0.084], [-3.512, 0.097, -1.436], [0.604, 2.325, -3.653], [-1.911, -5.115, 0.702], [0.781, 1.503, -4.937], [0.235, -3.371, -1.936], [5.981, 1.125, 5.091], [0.884, 3.288, 8.254], [-0.825, 4.070, 6.748], [4.357, 0.127, -1.026], [-4.621, 0.901, -3.521], [1.556, -2.378, -3.821], [-5.272, -1.290, -2.485], [-0.243, 4.061, 8.008], [1.947, -4.743, -3.104], [2.475, 1.145, -2.352], [5.253, -0.011, 4.767], [-0.285, 3.299, 5.730], [3.218, 1.256, 4.920], [1.094, 1.494, -2.479], [-0.195, -4.101, -4.261], [-0.497, -4.380, -1.254], [0.892, -3.643, -3.279], [0.847, 2.525, 5.976], [-1.009, -2.778, 0.394], [3.952, 2.405, 5.216], [-0.325, -0.454, 0.263], [-0.691, -5.013, -3.926], [5.760, -0.949, 4.588], [-5.435, 1.396, -2.990], [2.384, -2.064, -3.184], [-3.957, 2.790, 2.097], [5.902, 3.225, 5.534], [3.448, 3.350, 5.376], [2.304, 1.907, 7.440], [1.337, 3.287, 9.236], [4.796, 0.760, -0.252], [-0.525, -5.384, -1.658], [1.478, 4.113, -2.764], [3.168, 1.410, -3.140], [-5.741, -1.585, -3.424], [-1.936, -6.074, 0.189], [-2.237, -0.388, -3.882], [2.470, -4.907, -4.047], [7.058, 1.069, 5.178], [-4.919, -2.192, -1.981], [2.684, -4.455, -2.353], [-4.675, 1.287, 2.643], [-1.217, 3.224, -4.359], [0.988, 4.297, -4.450], [-0.667, 4.661, 8.802], [-2.641, -1.906, -3.088], [3.301, -0.835, 4.417], [4.936, 0.239, -1.940], [-5.489, 2.241, 1.388], [-0.955, -3.328, -4.385], [1.806, 1.147, -5.055], [1.943, -2.577, -4.821], [-3.532, -1.406, -4.537], [1.502, -5.691, -2.798], [0.847, -1.551, -3.875], [2.461, 3.416, -4.058], [0.250, -4.303, -5.236], [-5.285, 1.152, -0.745], [-1.476, 1.785, -3.353], [-5.001, 0.597, -4.497], [-1.024, 3.312, -2.600], [4.432, -0.902, -0.670], [-6.037, -0.828, -1.859], [-2.934, -4.772, 0.867], [0.118, 0.635, -4.932], [-0.734, 3.300, 4.745], [-1.702, 4.674, 6.559], [-3.824, 1.629, -3.680], [0.535, 2.115, -5.806], [-1.458, -5.241, 1.687]], "homo_lumo_gap_ha": [0.228, 0.208], "largest_force_ev_per_a": 1.9, "de_lowest_ev": 0.9593, "spin_multiplicity": 2, "e_lumo_ev": [-3.700, -4.208], "charge": 1}

=====

{"formula": "C2H15FeO8", "method": "ωB97M-V/def2-TZVPD", "elements": ["Fe", "O", "O", "O", "O", "O", "O", "O", "O", "C", "C", "H", "H", "H", "H", "H", "H", "H", "H", "H", "H", "H", "H", "H", "H", "H"], "coordinates": [[-24.040, 5.323, 25.978], [-28.709, 5.612, 26.430], [-25.536, 2.966, 21.645], [-25.616, 2.019, 26.052], [-24.586, 0.375, 28.359], [-24.408, 5.620, 28.018], [-23.843, 1.374, 23.749], [-28.277, 2.439, 21.052], [-25.763, 4.220, 25.871], [-26.219, 3.022, 25.693], [-27.507, 2.842, 24.878], [-25.331, 5.753, 28.294], [-25.130, 2.308, 22.225], [-27.355, 2.045, 24.158], [-24.014, 5.067, 28.712], [-26.431, 2.632, 21.465], [-24.055, 0.452, 23.557], [-23.780, 0.754, 28.723], [-28.760, 2.797, 21.805], [-28.330, 2.673, 25.575], [-28.958, 2.075, 20.475], [-27.922, 5.067, 26.364], [-27.818, 3.754, 24.365], [-24.767, 0.887, 27.559], [-29.340, 5.080, 26.928], [-24.371, 1.595, 24.525]], "homo_lumo_gap_ha": [0.215, 0.208], "largest_force_ev_per_a": 3.8, "de_lowest_ev": 4.2135, "spin_multiplicity": 5, "e_lumo_ev": [-7.179, -7.374], "charge": 1}

=====

{"formula": "C3H7N3OS", "method": "ωB97M-V/def2-TZVPD", "elements": ["S", "O", "N", "N", "N", "C", "C", "C", "H", "H", "H", "H", "H", "H", "H"], "coordinates": [[-0.911, -0.148, 0.094], [0.273, 0.774, -3.346], [0.429, 0.536, -1.952], [-1.564, -0.594, -2.530], [0.911, 0.021, 0.561], [0.176, -0.096, 2.958], [1.152, -0.202, 1.786], [-0.693, -0.283, -1.649], [-0.743, 0.870, -3.579], [-2.517, -0.959, -2.323], [1.529, 0.227, -1.736], [-0.521, 0.788, 3.006], [2.263, 0.001, 1.950], [-0.631, -0.869, 3.043], [0.847, -0.067, 3.718]], "homo_lumo_gap_ha": 0.339, "largest_force_ev_per_a": 4.4, "smiles": "[H]/N=C(/NO)S/N=C\\C", "de_lowest_ev": 5.3957, "e_lumo_ev": 0.531, "charge": 0}

=====

{"formula": "C16H26F9NO5Si", "method": "ωB97M-V/def2-TZVPD", "elements": ["Si", "F", "F", "F", "F", "F", "F", "F", "F", "F", "O", "O", "O", "O", "O", "N", "C", "C", "C", "C", "C", "C", "C", "C", "C", "C", "C", "C", "C", "C", "C", "C", "H", "H", "H", "H", "H", "H", "H", "H", "H", "H", "H", "H", "H", "H", "H", "H", "H", "H", "H", "H", "H", "H", "H", "H", "H", "H"], "coordinates": [[-3.157, -1.886, 1.134], [-6.184, 4.079, 1.409], [-5.703, -0.629, 0.146], [-6.968, 1.910, 0.393], [-2.906, 0.500, 2.496], [-3.867, 3.915, 0.796], [-2.649, 0.676, 0.131], [-4.683, 2.828, 2.777], [-5.756, 0.116, 2.411], [-5.024, 1.999, -0.986], [0.841, 0.929, -3.195], [6.551, 0.871, -1.431], [0.803, 3.203, -3.514], [5.772, -0.867, 0.043], [2.162, 1.993, -4.745], [-4.424, -2.601, 2.245], [-1.438, -2.350, 1.914], [-0.171, -2.200, 0.884], [2.236, -0.853, 0.744], [-3.394, -2.663, -0.612], [-5.459, 1.855, 0.454], [1.229, 1.939, -3.761], [0.996, -1.350, 1.699], [4.948, -0.875, 1.269], [7.151, 1.334, 1.033], [-5.002, 3.139, 1.365], [2.703, 0.726, -5.111], [-5.090, 0.387, 1.082], [6.460, 0.419, -0.153], [3.602, -1.782, 0.939], [-3.489, 0.050, 1.177], [-0.188, 3.300, -2.493], [0.207, 2.941, -1.537], [-0.445, -1.747, -0.162], [6.676, 2.412, 1.039], [0.289, -3.289, 0.719], [-4.394, -3.311, -0.558], [1.460, -1.965, 2.592], [3.811, -2.347, -0.076], [0.436, -0.423, 2.183], [2.466, 0.264, 1.032], [3.213, 0.263, -4.260], [1.918, 0.068, -5.498], [8.287, 1.453, 0.743], [3.412, -2.616, 1.762], [-0.455, 4.355, -2.380], [-1.088, 2.745, -2.775], [4.682, 0.200, 1.676], [-3.626, -1.816, -1.412], [5.568, -1.476, 2.084], [7.098, 0.829, 2.105], [1.944, -0.844, -0.404], [-1.252, -1.701, 2.872], [-4.178, -3.581, 2.512], [-1.480, -3.475, 2.254], [-5.371, -2.555, 1.809], [-2.525, -3.382, -0.956], [3.438, 0.888, -5.905]], "homo_lumo_gap_ha": 0.352, "largest_force_ev_per_a": 8.9, "smiles": "CC(=O)OCCCCCC[Si@@](C)(N)C(F)(F)C(F)(F)C(F)(F)C(F)(F)F.COC(=O)OC", "e_lumo_ev": -0.418, "charge": 0}